Formula: C4H7NS
Source: OMol25
Level of theory: ωB97M-V/def2-TZVPD

Element x y z (Å)
C1 -3.10276 0.07157 0.03050
C2 0.67618 0.03805 0.61710
C3 1.49358 0.67731 -0.42879
C4 2.08069 -0.53820 0.07799
H1 -3.80229 -0.69980 -0.24104
H2 -3.82352 0.90940 0.16749
H3 0.69506 0.19805 1.75927
H4 2.17942 1.52132 -0.20728
H5 1.23717 0.48746 -1.60673
H6 3.01757 -0.50765 0.58533
H7 1.82072 -1.51886 -0.62919
N1 -1.82002 0.30524 -0.01249
S1 -0.65179 -0.94389 -0.11216

Output
- LUMO energy: 0.880 eV
- Relative energy (zero: lowest compared OMol25 entry of this formula, charge and spin): 3.941 eV
- Frontier orbital gap: 9.52 eV
- Energy: -16582.9901 eV

In elementary charge units, the natural (NBO) charges are: -0.083 -0.400 -0.447 -0.407 0.165 0.161 0.261 0.227 0.238 0.224 0.200 -0.554 0.414

Formula: C4H7NS
Source: OMol25
Level of theory: ωB97M-V/def2-TZVPD

Element x y z (Å)
C1 0.10516 1.12854 1.26912
C2 0.00753 0.35068 -0.00173
C3 -0.40684 1.24466 -1.11714
C4 1.25154 -0.30033 -0.18370
H1 0.41834 0.45795 2.04983
H2 -0.79368 1.61882 1.50690
H3 0.93224 1.90537 1.19116
H4 0.23751 2.06565 -1.43484
H5 -1.40280 1.61325 -0.98644
H6 -0.53172 0.76377 -2.10329
H7 -2.29932 -0.42386 0.24862
N1 2.28206 -0.86214 -0.20106
S1 -1.14246 -1.03170 0.07101

Output
- LUMO energy: 0.596 eV
- Relative energy (zero: lowest compared OMol25 entry of this formula, charge and spin): 0.965 eV
- Frontier orbital gap: 10.34 eV
- Energy: -16585.9668 eV

In elementary charge units, the natural (NBO) charges are: -0.583 -0.296 -0.614 0.274 0.230 0.218 0.222 0.229 0.220 0.234 0.117 -0.284 0.033

Formula: C4H7NS
Source: OMol25
Level of theory: ωB97M-V/def2-TZVPD

Element x y z (Å)
C1 -0.27143 0.85258 -0.36197
C2 -0.38722 2.14479 -0.56885
C3 0.51466 0.16921 0.75484
C4 0.56507 -1.35826 0.47079
N1 -0.77855 -1.55493 -0.22282
S1 -1.03264 -0.34032 -1.35822
H1 -1.06703 2.40667 -1.35992
H2 0.14811 2.96585 -0.20144
H3 1.40330 0.63170 0.73864
H4 0.02034 0.35942 1.64807
H5 1.40063 -1.83953 -0.17912
H6 0.33084 -1.98431 1.43885
H7 -0.84608 -2.45287 -0.79885

Output
- LUMO energy: 0.791 eV
- Relative energy (zero: lowest compared OMol25 entry of this formula, charge and spin): 2.194 eV
- Frontier orbital gap: 8.29 eV
- Energy: -16584.7370 eV

In elementary charge units, the natural (NBO) charges are: -0.152 -0.453 -0.459 -0.232 -0.792 0.434 0.195 0.208 0.226 0.228 0.199 0.218 0.379

Formula: C4H7NS
Source: OMol25
Level of theory: ωB97M-V/def2-TZVPD

Element x y z (Å)
C1 0.49366 -0.94481 1.21839
C2 -1.18485 -0.49746 2.97522
C3 -0.25489 0.36311 -1.76149
C4 1.04130 0.77486 -2.18992
N1 -0.34472 -0.69871 2.07297
S1 -1.06370 1.01964 -0.55409
H1 0.49984 -1.76014 0.60865
H2 -1.94553 0.20492 2.75918
H3 -0.93405 -0.61279 3.94789
H4 -0.55702 -0.62721 -2.12643
H5 1.81160 0.17708 -1.56054
H6 1.28425 1.88449 -2.08888
H7 1.15412 0.71704 -3.30095

Output
- LUMO energy: 0.021 eV
- Relative energy (zero: lowest compared OMol25 entry of this formula, charge and spin): 4.541 eV
- Frontier orbital gap: 8.10 eV
- Energy: -16582.3901 eV

In elementary charge units, the natural (NBO) charges are: -0.040 -0.267 -0.275 -0.706 -0.250 0.067 0.177 0.192 0.190 0.189 0.259 0.235 0.229

Formula: C4H7NS2
Source: OMol25
Level of theory: ωB97M-V/def2-TZVPD

Element x y z (Å)
C1 0.09877 -1.78791 0.53767
C2 -0.64363 -0.75531 0.42032
C3 2.02514 -0.39177 -0.85927
C4 -1.78987 0.12712 0.43600
N1 1.53020 0.76051 -0.47077
S1 1.71759 -2.14260 0.15201
S2 2.30301 1.79539 0.67050
H1 -0.22204 -2.60878 1.22494
H2 1.55309 -0.80498 -1.84727
H3 3.07412 -0.44974 -0.93216
H4 -2.62794 -0.28295 0.99849
H5 -2.15374 0.26082 -0.61221
H6 -1.61696 1.09692 0.90244
H7 2.65966 2.66649 -0.32109

Output
- LUMO energy (alpha / beta): -1.451 / -0.429 eV
- Relative energy (zero: lowest compared OMol25 entry of this formula, charge and spin): 5.397 eV
- Frontier orbital gap (alpha / beta): 6.29 / 7.90 eV
- Energy: -27416.4491 eV

In elementary charge units, the natural (NBO) charges are: -0.525 0.271 -0.253 -0.724 -0.625 0.135 0.147 0.301 0.202 0.196 0.252 0.250 0.256 0.116

Formula: C4H7NS3
Source: OMol25
Level of theory: ωB97M-V/def2-TZVPD

Element x y z (Å)
C1 0.60760 -1.61568 -0.62129
C2 1.28114 -0.27015 -0.46660
C3 0.18841 0.72903 -0.10854
C4 -1.49126 1.17611 1.57708
H1 0.03338 -0.85015 -2.87827
H2 1.75928 0.04002 -1.39151
H3 2.00605 -0.31907 0.37052
H4 -0.55007 0.81004 -0.87972
H5 0.66697 1.72049 -0.01036
H6 -0.38463 -0.55406 1.43671
H7 -2.01125 0.74652 2.43069
N1 -0.51914 0.40606 1.09772
S1 -0.12302 -2.00287 -2.15548
S2 0.44115 -2.65835 0.64203
S3 -1.90463 2.64206 0.95702

Output
- LUMO energy: -0.810 eV
- Relative energy (zero: lowest compared OMol25 entry of this formula, charge and spin): 0.326 eV
- Frontier orbital gap: 7.56 eV
- Energy: -38256.8013 eV

In elementary charge units, the natural (NBO) charges are: -0.258 -0.499 -0.221 -0.054 0.128 0.235 0.246 0.207 0.231 0.415 0.199 -0.577 0.146 -0.008 -0.191

Formula: C4H7O2
Source: OMol25
Level of theory: ωB97M-V/def2-TZVPD

Element x y z (Å)
O1 -0.20538 -2.48747 -0.62152
C1 0.41228 -1.61885 0.18076
C2 1.19058 -0.47334 -0.10789
C3 0.57579 0.90930 0.21992
C4 -0.97780 0.89842 0.01298
O2 -1.57145 0.06014 -0.97584
H1 -0.06957 -1.50210 1.16997
H2 -1.14633 -0.78825 -0.71926
H3 2.13698 -0.44229 -0.70280
H4 1.20456 1.55883 -0.38845
H5 1.22284 1.26997 1.22973
H6 -1.37224 1.97071 -0.29204
H7 -1.40026 0.64491 0.99444

Output
- LUMO energy: 4.353 eV
- Net charge: -1
- Relative energy (zero: lowest compared OMol25 entry of this formula, charge and spin): 4.356 eV
- Frontier orbital gap: 6.33 eV
- Energy: -8353.7207 eV

In elementary charge units, the natural (NBO) charges are: -0.790 0.202 -0.528 -0.473 -0.068 -0.747 0.064 0.509 0.168 0.203 0.168 0.144 0.148

Formula: C4H7O2P
Source: OMol25
Level of theory: ωB97M-V/def2-TZVPD

Element x y z (Å)
C1 0.43437 0.86482 -2.27799
C2 -0.47561 0.21740 -1.89247
C3 -0.07436 1.24387 2.00754
C4 -1.17375 -0.76719 -1.07698
O1 1.51177 -1.08666 -0.13953
O2 -1.10834 -0.08763 0.23038
P1 0.03653 -0.24946 1.28748
H1 1.10520 1.51545 -2.79652
H2 -0.10604 2.16209 1.48602
H3 0.54657 1.20160 2.91614
H4 -0.72316 -1.75297 -1.29545
H5 -2.26371 -0.86551 -1.17478
H6 2.23492 -1.10511 0.49131
H7 0.05561 -1.29068 2.23485

Output
- LUMO energy: 0.496 eV
- Relative energy (zero: lowest compared OMol25 entry of this formula, charge and spin): 5.613 eV
- Frontier orbital gap: 9.20 eV
- Energy: -17639.9530 eV

In elementary charge units, the natural (NBO) charges are: -0.176 -0.047 -1.018 -0.142 -1.019 -0.795 1.609 0.234 0.247 0.218 0.245 0.217 0.446 -0.019

Formula: C4H7O2S
Source: OMol25
Level of theory: ωB97M-V/def2-TZVPD

Element x y z (Å)
O1 1.53070 0.70178 2.76127
C1 1.06754 1.21824 1.74451
O2 0.45646 2.27940 1.50998
C2 1.20475 0.30987 0.36692
C3 -0.15632 -0.37617 0.08063
C4 -0.15794 -0.80341 -1.38544
S1 -1.83538 -1.41272 -2.02146
H1 2.01233 -0.41515 0.41456
H2 1.29395 1.13170 -0.34446
H3 -0.28264 -1.12112 0.85960
H4 -0.93303 0.39156 0.07056
H5 0.13197 0.01362 -2.04054
H6 0.54750 -1.60164 -1.61373
H7 -1.27293 -2.13192 -3.01817

Output
- LUMO energy: 2.955 eV
- Net charge: -1
- Relative energy (zero: lowest compared OMol25 entry of this formula, charge and spin): 0.321 eV
- Frontier orbital gap: 6.78 eV
- Energy: -19192.9695 eV

In elementary charge units, the natural (NBO) charges are: -0.772 0.797 -0.794 -0.539 -0.428 -0.442 -0.128 0.185 0.198 0.212 0.211 0.202 0.192 0.108